A cluster of 8 separate species, C5H26N2O8 in total, computed with the ωB97M-V functional and the def2-TZVPD basis.

Summary:
* gap between HOMO and LUMO: 0.3636 Ha
* SMILES: CC(C)CNC(N)=O.O.O.O.O.O.O.O
* 2S+1: 1
* energy relative to the best compared isomer or geometry (same formula, charge and spin): 223.21 kJ/mol
* E_tot: -917.509867 hartree

Structure (XYZ):
```
41
Properties=species:S:1:pos:R:3:nbo_charge:R:1
C -2.0055 1.8984 0.6840 -0.61
C -0.5304 1.9864 0.5382 -0.25
C 0.1401 3.3977 0.7318 -0.62
C -0.1393 1.4487 -0.8628 -0.24
N 0.0704 0.0946 -1.0700 -0.69
C 1.3354 -0.4173 -1.3063 0.79
N 1.5227 -1.8030 -1.0424 -0.91
O 2.2527 0.2565 -1.6384 -0.65
H -2.5777 2.5089 -0.1188 0.20
H -2.2942 2.3439 1.7185 0.21
H -2.2128 0.8515 0.5002 0.21
H -0.0233 1.4613 1.3543 0.20
H -0.1848 3.8348 1.7011 0.20
H -0.2377 4.0026 -0.1080 0.20
H 1.2921 3.2658 0.8917 0.26
H -0.8701 1.8745 -1.6619 0.18
H 0.9491 1.9156 -1.2343 0.24
H -0.4284 -0.6612 -0.3534 0.42
H 0.7098 -2.3257 -1.2962 0.42
H 2.4528 -2.1713 -1.3993 0.41
O 1.2538 -1.8018 2.1205 -0.96
H 1.9653 -2.4437 2.1411 0.47
H 1.2436 -1.6758 1.2013 0.49
O 3.3851 2.2037 0.5716 -0.95
H 3.3612 1.8353 -0.2711 0.47
H 3.1917 1.4073 1.0423 0.48
O -1.4565 -0.8594 -3.6165 -0.94
H -0.9341 -0.2535 -3.0917 0.48
H -0.7381 -1.3269 -3.9858 0.47
O -1.1445 -2.8925 -0.5856 -1.01
H -1.8285 -3.0805 -1.1217 0.49
H -1.4734 -2.8300 0.3717 0.50
O -1.5225 -2.1395 1.8783 -0.93
H -2.1138 -2.1914 2.6271 0.48
H -0.7502 -2.3794 2.2072 0.48
O -3.5323 -2.3332 -2.2789 -0.98
H -2.8825 -1.6480 -2.5995 0.50
H -4.2475 -1.8366 -1.8983 0.47
O 3.2116 0.1004 2.7586 -0.95
H 2.5542 -0.4848 3.2617 0.49
H 3.2367 0.8673 3.2399 0.46
```



A cluster of 9 separate species, C5H26NO10 in total, computed with the ωB97M-V functional and the def2-TZVPD basis.

Summary:
* gap between HOMO and LUMO: 0.3047 Ha
* 2S+1: 1
* energy relative to the best compared isomer or geometry (same formula, charge and spin): 359.67 kJ/mol
* E_tot: -1013.275090 hartree
* charge: -1

Structure (XYZ):
```
42
Properties=species:S:1:pos:R:3:nbo_charge:R:1
O -1.7073 1.2724 0.5870 -0.85
C -1.6531 1.7115 -0.5874 0.78
O -2.4735 2.3105 -1.3105 -0.72
C -0.2413 1.4023 -1.1565 -0.17
C -0.0471 0.1366 -2.0115 -0.43
C -1.4576 -0.5952 -2.0226 -0.40
C -1.4822 -1.9949 -2.8176 -0.62
N 0.0113 2.6248 -2.0287 -0.85
H 0.5124 1.5100 -0.2169 0.20
H 0.0887 0.3883 -3.0950 0.22
H 0.8218 -0.4858 -1.5696 0.20
H -1.7330 -0.7698 -1.0325 0.19
H -2.2257 0.0919 -2.5143 0.22
H -1.8915 -2.8432 -2.2471 0.22
H -1.8306 -1.7990 -3.8683 0.19
H -0.5158 -2.2723 -2.9696 0.20
H -0.7571 2.6670 -2.6719 0.36
H -0.0915 3.3989 -1.4531 0.34
H -0.6764 -3.2508 0.7950 0.48
H 0.1311 -4.5141 0.7593 0.47
O -0.1574 -3.7783 0.2461 -0.97
H -0.7815 -1.6987 2.5624 0.52
H -2.2015 -2.3447 2.0382 0.47
O -1.3663 -2.5581 2.3408 -1.01
H 0.4410 1.1573 1.9317 0.51
H 0.9203 2.1254 2.7244 0.47
O 1.3198 1.6846 1.9550 -0.98
H 3.1331 2.7880 -1.3203 0.47
H 2.7356 1.5061 -0.4899 0.49
O 3.3549 2.2134 -0.7021 -0.97
H 2.4871 -2.2124 1.1111 0.46
H 3.8405 -2.0654 1.5623 0.46
O 3.3051 -2.6298 1.1248 -0.93
H -3.8142 0.9025 2.1320 0.47
H -2.5959 1.6984 2.4514 0.49
O -3.5493 1.6197 2.7097 -0.96
H -0.8183 0.0468 1.1034 0.52
H 0.0875 -1.0744 1.0194 0.48
O -0.1552 -0.4439 1.6485 -0.99
H 4.1035 1.7906 1.2832 0.48
H 2.9481 1.1399 2.0094 0.50
O 3.9817 1.1438 1.9904 -1.01
```



A cluster of 8 separate species, C5H26NO9 in total, computed with the ωB97M-V functional and the def2-TZVPD basis.

Summary:
* gap between HOMO and LUMO (alpha / beta): 0.1614 / 0.2743 Ha
* 2S+1: 2
* energy relative to the best compared isomer or geometry (same formula, charge and spin): 0.00 kJ/mol
* E_tot: -937.906796 hartree

Structure (XYZ):
```
41
Properties=species:S:1:pos:R:3:nbo_charge:R:1
O -0.4118 2.1486 -1.4417 -0.75
C -0.9203 1.0516 -1.0283 0.00
C -0.1086 -0.1594 -0.6015 -0.15
C -0.9116 -1.1820 0.2023 -0.42
C -0.0348 -1.9771 1.1561 -0.44
C 0.4085 -1.3268 2.4669 -0.07
O 1.8977 -1.3519 2.6071 -0.77
N 0.3599 -0.7965 -1.9119 -0.72
H -1.9823 0.9079 -0.7769 0.09
H 0.7748 0.0966 -0.0230 0.21
H -1.4166 -1.8559 -0.4956 0.22
H -1.6629 -0.6229 0.7637 0.23
H 0.9078 -2.2460 0.6680 0.22
H -0.4756 -2.9572 1.3656 0.21
H 0.2445 -0.2563 2.5349 0.21
H 0.0930 -1.9573 3.2957 0.18
H 2.0961 -2.0207 3.2571 0.47
H 0.7999 -1.7049 -1.7421 0.40
H -0.5024 -0.9973 -2.4394 0.45
H 1.0076 -0.3230 -2.5285 0.44
H -2.4211 -1.9417 -3.7869 0.47
H -2.6680 -0.6358 -3.0620 0.52
O -2.2170 -1.4967 -2.9581 -0.97
H -3.6155 1.4301 -1.9644 0.50
H -4.7939 0.4642 -1.7617 0.48
O -3.9168 0.5392 -2.1370 -0.96
H 3.5119 -1.4837 -1.5510 0.50
H 3.3472 -2.1139 -2.8594 0.47
O 2.9792 -1.3735 -2.3569 -0.97
H 3.2572 -1.5811 1.4259 0.50
H 4.5531 -2.3603 1.2403 0.47
O 3.8085 -2.0131 0.7307 -0.99
H 0.4512 2.5159 1.7762 0.49
H 1.9877 2.2962 1.7342 0.47
O 1.2021 2.3368 1.1843 -0.97
H -0.6412 4.3314 2.3176 0.50
H -0.9220 3.5277 3.6134 0.47
O -0.2302 3.8061 3.0127 -0.97
H -1.5311 4.3472 -0.3686 0.47
H -0.7284 3.2300 0.1349 0.51
O -1.5758 3.7056 0.3073 -0.99
```



A cluster of 9 separate species, C5H26O9 in total, computed with the ωB97M-V functional and the def2-TZVPD basis.

Summary:
* gap between HOMO and LUMO: 0.3832 Ha
* SMILES: CC(C)CC=O.O.O.O.O.O.O.O.O
* 2S+1: 1
* energy relative to the best compared isomer or geometry (same formula, charge and spin): 253.78 kJ/mol
* E_tot: -883.193350 hartree

Structure (XYZ):
```
40
Properties=species:S:1:pos:R:3:nbo_charge:R:1
C 1.9271 2.5129 -0.9008 -0.61
C 1.6404 1.0522 -1.1954 -0.22
C 2.7569 0.1390 -0.6021 -0.60
C 0.3246 0.4496 -0.6747 -0.56
C -0.7868 0.6035 -1.6326 0.48
O -1.7622 -0.0951 -1.4514 -0.62
H 1.0088 3.0904 -1.1827 0.22
H 2.8172 3.0059 -1.3197 0.22
H 2.0133 2.7201 0.2460 0.20
H 1.6496 1.0422 -2.2589 0.19
H 2.5306 -0.7861 -0.9997 0.20
H 3.8583 0.3866 -0.7531 0.22
H 2.6809 0.1511 0.5468 0.20
H 0.2539 0.9617 0.3543 0.27
H 0.4061 -0.5766 -0.4258 0.25
H -0.6883 1.1523 -2.5354 0.15
O -0.8187 0.9267 3.0918 -0.95
H -1.1186 0.9993 3.9235 0.46
H -1.3381 1.5206 2.5885 0.50
O 0.6672 -3.3812 -0.8775 -1.02
H 0.8471 -3.9038 -1.6455 0.48
H 1.4729 -3.1753 -0.3321 0.51
O -1.8871 3.0084 -1.5011 -0.94
H -2.8615 2.9360 -1.5931 0.46
H -1.8235 2.6426 -0.6746 0.48
O -3.4362 -0.7744 0.5859 -0.96
H -2.6982 -1.3248 0.6366 0.49
H -3.6967 -1.0835 -0.3671 0.48
O -1.5164 -2.4404 -0.0494 -1.00
H -1.2462 -1.9001 -0.7520 0.50
H -1.0425 -3.2479 0.0551 0.51
O 0.3223 -1.2799 2.1192 -0.98
H -0.3358 -1.6270 1.6413 0.47
H -0.0098 -0.5628 2.5907 0.50
O -2.0812 1.5668 0.7660 -1.01
H -3.0179 1.8200 0.7379 0.47
H -2.3081 0.6217 0.5252 0.52
O 2.6411 -2.4499 0.7703 -0.94
H 2.5542 -2.9399 1.6421 0.49
H 2.1013 -1.7604 0.9033 0.49
```



A structure of composition C5H27BaN3O8, computed with the ωB97M-V functional and the def2-TZVPD basis.

Summary:
* gap between HOMO and LUMO: 0.3675 Ha
* 2S+1: 1
* E_tot: -998.006092 hartree
* charge: +2

Structure (XYZ):
```
44
Properties=species:S:1:pos:R:3:nbo_charge:R:1
Ba -0.1093 0.0630 -0.6840 1.85
C -3.0759 -1.8916 0.2248 0.76
O -2.1602 -1.2517 0.6923 -0.75
N -3.3764 -3.0790 0.6051 -0.78
N -3.8032 -1.5102 -0.7629 -0.83
H -2.7468 -3.4318 1.3116 0.41
H -3.9505 -3.6583 0.0093 0.41
H -4.0107 -0.5234 -0.8213 0.39
H -4.0493 -2.2114 -1.4469 0.41
C 2.4816 2.6415 0.9067 -0.62
C 2.7484 1.1879 1.1481 -0.08
C 1.8697 0.4870 2.1932 -0.06
O 0.5470 0.6625 1.9913 -0.59
C -0.3812 0.4079 2.9323 -0.26
N 2.5872 0.4774 -0.0823 -0.89
H 3.1642 2.9935 0.1333 0.21
H 2.6619 3.2170 1.8147 0.25
H 1.4725 2.8860 0.5751 0.21
H 3.7906 1.1858 1.4672 0.20
H 2.2031 0.8430 3.1681 0.20
H 2.0831 -0.5818 2.1848 0.15
H -0.3561 -0.5719 3.4092 0.19
H -1.4126 0.6103 2.6437 0.21
H -0.2208 1.1934 3.6708 0.18
H 3.2124 0.9620 -0.7105 0.37
H 3.1076 -0.3716 0.0864 0.37
O -0.1938 -2.2620 -2.0348 -0.98
H 0.5405 -2.5370 -2.5838 0.50
H -0.6393 -3.0771 -1.8040 0.50
O -2.2809 1.5880 0.2133 -0.96
H -3.1123 1.3010 -0.1644 0.47
H -2.5226 2.2837 0.8247 0.51
O 1.7179 -0.2136 -2.9342 -0.97
H 2.2677 0.2176 -3.5884 0.50
H 2.3248 -0.7555 -2.4301 0.48
O 0.9012 -2.2246 0.9001 -0.97
H 0.4801 -3.0806 0.8215 0.49
H 1.7745 -2.4172 1.2416 0.49
O 0.7794 2.4104 -2.0113 -0.97
H 0.5112 2.6050 -2.9093 0.49
H 1.7095 2.6351 -1.9846 0.49
O -1.9977 0.6509 -2.5339 -0.97
H -2.8302 1.0790 -2.3340 0.49
H -1.7063 1.0612 -3.3482 0.50
```



A cluster of 9 separate species, C5H27N2O9 in total, computed with the ωB97M-V functional and the def2-TZVPD basis.

Summary:
* gap between HOMO and LUMO: 0.3311 Ha
* 2S+1: 1
* energy relative to the best compared isomer or geometry (same formula, charge and spin): 21.46 kJ/mol
* E_tot: -993.181015 hartree
* charge: +1

Structure (XYZ):
```
43
Properties=species:S:1:pos:R:3:nbo_charge:R:1
O -0.1682 0.1526 -2.0969 -0.63
C -1.1114 0.0507 -1.3308 0.50
C -1.0717 0.7880 0.0234 -0.16
C -0.2289 -0.0852 0.9750 -0.44
C -0.7515 -1.4742 0.9100 -0.35
C -1.6274 -1.9536 1.7750 0.01
N -2.2814 -3.1846 1.5903 -0.83
N -0.4471 2.1383 -0.1591 -0.74
H -1.9646 -0.5888 -1.5438 0.18
H -2.1454 0.9209 0.3638 0.25
H -0.2442 0.3317 2.0058 0.23
H 0.8542 -0.0207 0.7093 0.23
H -0.2928 -2.1040 0.0660 0.24
H -1.9863 -1.3771 2.6550 0.21
H -1.8595 -3.8370 0.9434 0.39
H -2.6777 -3.6513 2.3878 0.39
H -1.1830 2.7885 -0.4507 0.44
H 0.3311 2.1087 -0.9022 0.47
H -0.0017 2.4414 0.7337 0.46
H -4.7741 -0.8551 -0.2219 0.49
H -3.5151 -1.3370 0.2741 0.49
O -3.8674 -0.5978 -0.1558 -0.97
H 2.0561 2.8886 2.1818 0.49
H 2.3438 1.8479 1.0679 0.51
O 1.6321 2.1860 1.6942 -1.02
H 2.3342 1.9050 -1.4445 0.51
H 1.3030 1.5551 -2.5361 0.50
O 1.5389 2.2561 -1.9228 -0.96
H 0.6315 -1.4510 -2.1676 0.51
H 1.4402 -2.8670 -2.4324 0.51
O 1.0646 -2.2269 -1.7264 -1.00
H 1.9633 0.2478 2.5522 0.50
H 2.2716 -1.0988 3.3955 0.50
O 2.3105 -0.6536 2.4916 -0.99
H -3.4895 1.3235 -1.2493 0.50
H -3.2000 2.3738 -2.4095 0.51
O -2.8264 1.9177 -1.5799 -0.98
H 4.1700 1.4306 -0.2446 0.49
H 3.2342 0.2555 -0.1406 0.53
O 3.2832 1.2331 -0.1847 -0.99
H 2.2335 -1.7843 -0.5430 0.51
H 2.6274 -1.4461 0.9095 0.51
O 2.9561 -1.3460 -0.0309 -1.00
```



A cluster of 9 separate species, C5H27NO10 in total, computed with the ωB97M-V functional and the def2-TZVPD basis.

Summary:
* gap between HOMO and LUMO: 0.3686 Ha
* SMILES: CC(C)[C@@H](N)C(=O)O.O.O.O.O.O.O.O.O
* 2S+1: 1
* energy relative to the best compared isomer or geometry (same formula, charge and spin): 298.01 kJ/mol
* E_tot: -1013.854808 hartree

Structure (XYZ):
```
43
Properties=species:S:1:pos:R:3:nbo_charge:R:1
C -1.0386 -0.1289 -0.9337 -0.63
C -1.1454 -1.5653 -1.4585 -0.25
C -0.3060 -1.6296 -2.7122 -0.64
C -0.7642 -2.7048 -0.5157 -0.12
N 0.6700 -2.8835 -0.3363 -0.82
C -1.4365 -2.3121 0.8749 0.81
O -0.9234 -1.8169 1.8660 -0.66
O -2.7416 -2.5229 0.8833 -0.70
H -1.2032 0.5979 -1.7250 0.24
H -1.9214 0.1305 -0.3074 0.21
H -0.0651 0.1269 -0.5515 0.23
H -2.1985 -1.6932 -1.8013 0.22
H -0.6658 -1.2788 -3.6928 0.23
H 0.6712 -1.1648 -2.7098 0.22
H 0.0721 -2.6656 -2.9033 0.22
H -1.1763 -3.7206 -0.6302 0.22
H 1.2123 -2.0575 -0.5539 0.37
H 0.8328 -3.1637 0.6142 0.36
H -3.2409 -2.4552 1.7034 0.51
O 0.5782 1.6336 1.4987 -1.04
H 1.3495 2.1045 1.0442 0.53
H 1.1399 1.0039 1.9546 0.48
O 2.7796 0.5882 0.6213 -0.98
H 2.2235 -0.0187 1.1366 0.49
H 3.6268 0.6304 1.0773 0.48
O 1.6617 -0.9432 2.5722 -0.97
H 1.2051 -1.6896 2.1473 0.50
H 1.1742 -0.9806 3.4064 0.49
O 1.7630 3.4793 -0.0027 -0.98
H 0.9597 3.6164 -0.5612 0.52
H 2.4890 3.2663 -0.5944 0.47
O -0.5450 2.7681 -0.6739 -1.01
H -0.3243 2.5009 0.2257 0.50
H -1.5145 2.6710 -0.7117 0.50
O -3.2027 2.3403 -0.4042 -0.97
H -4.0095 1.8252 -0.4979 0.48
H -3.0251 2.3442 0.5529 0.50
O -1.8186 2.2120 2.5550 -0.97
H -1.0021 2.6852 2.7650 0.49
H -1.4141 1.3553 2.3583 0.48
O 3.8920 -0.5296 -1.9977 -0.95
H 3.3400 -0.3155 -1.2356 0.48
H 4.0422 0.3605 -2.3466 0.46
```



A cluster of 10 separate species, C5H27NO9 in total, computed with the ωB97M-V functional and the def2-TZVPD basis.

Summary:
* gap between HOMO and LUMO: 0.3025 Ha
* SMILES: C=C/C=C(/C)N.O.O.O.O.O.O.O.O.O
* 2S+1: 1
* energy relative to the best compared isomer or geometry (same formula, charge and spin): 267.11 kJ/mol
* E_tot: -938.575050 hartree

Structure (XYZ):
```
42
Properties=species:S:1:pos:R:3:nbo_charge:R:1
C -2.7764 2.0880 0.9032 -0.41
C -2.3445 1.1104 1.6837 -0.20
C -0.9009 0.8097 1.8739 -0.35
C -0.0128 1.6210 2.4511 0.22
C 1.3510 1.1891 2.9904 -0.64
N -0.3808 2.9001 2.9269 -0.84
H -3.8274 2.2642 0.6663 0.19
H -2.1840 2.7779 0.3094 0.20
H -2.9400 0.3244 2.1343 0.20
H -0.6892 -0.2175 1.6262 0.21
H 2.1389 1.7206 2.4655 0.21
H 1.4379 0.1338 2.7260 0.22
H 1.3509 1.4224 4.0459 0.23
H 0.2849 3.6415 2.7560 0.38
H -1.3259 3.1298 2.6603 0.38
O 0.9147 2.4528 -2.2178 -0.95
H 1.0644 2.4728 -3.1694 0.48
H 0.0865 1.9531 -2.1408 0.50
O 0.1819 -1.7645 0.1335 -0.99
H -0.3122 -2.4240 -0.4006 0.50
H 0.2999 -2.1723 1.0124 0.50
O -1.4458 -3.6495 -1.0588 -0.95
H -1.0756 -3.6571 -1.9694 0.51
H -0.8294 -4.1704 -0.5301 0.47
O 3.0447 1.5082 -0.9444 -0.98
H 2.2439 1.6047 -1.5161 0.50
H 2.6663 1.9070 -0.1400 0.46
O -1.6012 0.5983 -2.5945 -0.95
H -2.1183 0.8109 -3.3611 0.48
H -2.1284 -0.0655 -2.1269 0.48
O -0.4661 -1.9721 -3.6603 -1.00
H -1.2759 -1.4737 -3.5104 0.45
H 0.1620 -1.2720 -3.3285 0.51
O 2.7740 -1.6446 -0.4469 -0.98
H 1.7731 -1.6851 -0.2980 0.48
H 2.8116 -0.6747 -0.3218 0.49
O -0.3615 -2.8857 2.6418 -0.95
H -1.1142 -2.4830 2.1741 0.48
H -0.4165 -2.5758 3.5387 0.49
O 1.7506 -0.8770 -2.8574 -0.98
H 2.1199 -1.7099 -3.2068 0.47
H 2.0702 -1.0662 -1.9198 0.49
```



Maximum force / eV/A: 6.9; 7.1; 2.0; 6.3; 5.1; 3.3; 3.3; 2.1
Molecular weight / g mol⁻¹: 242.27; 260.26; 244.26; 230.25; 394.61; 259.28; 261.27; 245.27